<A>
This record from the OMol25 dataset describes a 2-piece molecular cluster, C3H11NO overall. The level of theory is wB97M-V/def2-TZVPD.

```
! RIJCOSX wB97M-V def2-TZVPD def2/J DEFGRID3
* xyz 0 1
C -0.949 0.112 1.743
N -0.768 0.799 0.501
C 0.606 1.329 0.299
H -1.716 -0.678 1.653
H -1.344 0.684 2.600
H -0.115 -0.512 2.048
H -1.396 1.435 0.047
H 1.311 0.542 0.557
H 0.820 1.605 -0.744
H 0.707 2.225 0.923
C 0.663 -1.338 -1.982
O -0.229 -1.517 -0.893
H 0.789 -0.259 -2.023
H 0.214 -1.812 -2.842
H 1.668 -1.764 -1.720
H -0.262 -0.851 -0.167
*
```

Summary:
* Kohn-Sham gap: 9.74 eV
* highest occupied orbital energy: -8.7 eV
* SMILES string: CNC.CO
* LUMO energy: 1.01 eV



<B>
This record from the OMol25 dataset describes a 2-piece molecular cluster, C3H11NO overall. The level of theory is wB97M-V/def2-TZVPD.

```
! RIJCOSX wB97M-V def2-TZVPD def2/J DEFGRID3
* xyz 0 1
C -0.913 -0.722 -1.383
C -0.044 -1.005 -0.153
N 0.004 0.039 0.856
C -1.145 0.944 0.988
H -0.624 -1.441 -2.164
H -0.915 0.274 -1.797
H -1.955 -1.068 -1.253
H 0.958 -1.161 -0.561
H -0.365 -1.915 0.338
H 0.898 0.363 1.177
H -2.040 0.461 0.609
H -1.233 1.251 2.029
H -0.916 1.863 0.438
O 2.743 0.375 0.378
H 2.942 1.056 1.026
H 2.606 0.685 -0.528
*
```

Summary:
* Kohn-Sham gap: 8.35 eV
* highest occupied orbital energy: -7.6 eV
* SMILES string: CCNC.O
* LUMO energy: 0.73 eV



Going by the computed energies, the most stable comes first: <B>, <A>.



<A>
This record from the OMol25 dataset describes a 3-piece molecular cluster, C3H11NO overall. The level of theory is wB97M-V/def2-TZVPD.

```
! RIJCOSX wB97M-V def2-TZVPD def2/J DEFGRID3
* xyz 0 1
C -0.423 -1.536 0.230
O 0.177 -2.162 1.259
H -0.440 -2.072 2.014
H -1.491 -1.627 0.091
H 0.177 -1.664 -0.667
H -1.373 -0.248 1.599
C -0.452 1.075 -1.394
C 1.308 0.809 0.294
N -0.064 0.534 -0.101
H -0.788 0.652 0.720
H 1.534 1.884 0.333
H -1.506 0.859 -1.584
H 0.146 0.613 -2.189
H -0.292 2.161 -1.468
H 2.004 0.349 -0.417
H 1.484 0.372 1.280
*
```

Summary:
* Kohn-Sham gap: 7.46 eV
* highest occupied orbital energy: -6.9 eV
* LUMO energy: 0.61 eV



<B>
This record from the OMol25 dataset describes a 2-piece molecular cluster, C3H11NO overall. The level of theory is wB97M-V/def2-TZVPD.

```
! RIJCOSX wB97M-V def2-TZVPD def2/J DEFGRID3
* xyz 0 1
C 2.021 0.106 -1.014
C 1.088 0.260 0.170
C -0.282 0.791 -0.250
N -1.340 0.530 0.766
H 1.681 -0.694 -1.674
H 2.031 1.021 -1.602
H 3.034 -0.189 -0.742
H 1.459 0.926 0.936
H 0.936 -0.701 0.658
H -0.251 1.865 -0.452
H -0.576 0.332 -1.196
H -1.698 1.449 1.030
H -0.874 0.311 1.660
O -2.159 -2.289 0.657
H -3.119 -2.346 0.651
H -1.953 -1.372 0.402
*
```

Summary:
* Kohn-Sham gap: 11.01 eV
* highest occupied orbital energy: -10.0 eV
* SMILES string: CCCN.O
* LUMO energy: 1.01 eV



Going by the computed energies, the most stable comes first: <B>, <A>.



<A>
This record from the OMol25 dataset describes a 2-piece molecular cluster, C3H11N2 overall. The level of theory is wB97M-V/def2-TZVPD.

```
! RIJCOSX wB97M-V def2-TZVPD def2/J DEFGRID3
* xyz 1 1
C -2.305 1.744 0.464
N -1.444 0.975 -0.484
H -2.829 2.515 -0.114
H -3.021 1.141 0.996
H -1.695 2.450 1.024
H -0.468 1.242 -0.543
H -1.805 1.044 -1.438
H -1.369 0.026 -0.130
C 2.254 -0.810 -0.776
C 0.907 -1.500 0.975
N 0.957 -0.793 -0.070
H 2.028 -1.412 -1.656
H 3.054 -1.275 -0.198
H 2.593 0.191 -1.031
H 0.003 -1.706 1.539
H 1.784 -2.033 1.361
*
```

Summary:
* Kohn-Sham gap: 10.57 eV
* highest occupied orbital energy: -14.0 eV
* LUMO energy: -3.48 eV



<B>
This record from the OMol25 dataset describes an isolated ion of composition C3H11N2 and charge +1. The level of theory is wB97M-V/def2-TZVPD.

```
! RIJCOSX wB97M-V def2-TZVPD def2/J DEFGRID3
* xyz 1 1
C -2.030 -0.343 -0.969
N -0.559 -0.480 -0.887
C 0.153 0.692 -0.419
C 0.542 0.433 1.065
N 1.847 -0.372 1.067
H -2.476 -0.063 -0.019
H -2.384 -1.300 -1.337
H -2.274 0.435 -1.702
H -0.218 -0.900 -1.738
H -0.439 1.600 -0.504
H 1.063 0.886 -1.000
H -0.216 -0.135 1.584
H 0.755 1.384 1.542
H 1.480 -1.316 1.221
H 2.374 -0.376 0.192
H 2.382 -0.145 1.905
*
```

Summary:
* Kohn-Sham gap: 9.35 eV
* highest occupied orbital energy: -13.0 eV
* SMILES string: CNCC[NH3+]
* LUMO energy: -3.62 eV



<C>
This record from the OMol25 dataset describes a 2-piece molecular cluster, C3H11N2 overall. The level of theory is wB97M-V/def2-TZVPD.

```
! RIJCOSX wB97M-V def2-TZVPD def2/J DEFGRID3
* xyz 1 1
C 1.960 -0.644 0.081
C -1.685 -0.171 -1.098
C -1.014 0.678 1.187
N 1.269 0.592 0.183
N -1.332 -0.187 0.315
H 3.027 -0.689 -0.111
H 1.796 -1.197 1.087
H 1.412 -1.211 -0.704
H -2.693 -0.477 -1.138
H -1.477 0.830 -1.480
H -1.075 -0.885 -1.836
H -0.965 1.798 0.857
H -0.727 0.498 2.240
H 1.801 1.440 0.598
H 0.899 0.866 -0.792
H -1.195 -1.243 0.611
*
```

Summary:
* Kohn-Sham gap: 9.19 eV
* highest occupied orbital energy: -13.5 eV
* LUMO energy: -4.36 eV



Going by the computed energies, the most stable comes first: <B>, <A>, <C>.



<A>
This record from the OMol25 dataset describes a single C16H19NO4S molecule. The level of theory is wB97M-V/def2-TZVPD.

```
! RIJCOSX wB97M-V def2-TZVPD def2/J DEFGRID3
* xyz 0 1
C -3.293 -2.453 1.034
O -2.812 -1.748 -0.082
C -1.967 -0.701 0.126
C -1.556 -0.254 1.374
C -0.708 0.839 1.476
C -0.137 1.269 2.802
C 1.345 0.917 2.702
O 2.228 1.738 2.613
N 1.562 -0.425 2.667
C 2.735 -0.963 1.997
C 2.449 -1.084 0.534
C 2.883 -0.296 -0.485
C 2.294 -0.623 -1.729
C 1.405 -1.642 -1.635
S 1.276 -2.237 -0.030
C -0.258 1.467 0.326
C -0.626 1.014 -0.935
O -0.149 1.567 -2.094
C 0.734 2.658 -2.002
C -1.500 -0.077 -1.046
O -1.920 -0.658 -2.211
C -2.074 0.133 -3.367
H -3.878 -1.809 1.699
H -2.479 -2.918 1.600
H -3.939 -3.232 0.631
H -1.905 -0.741 2.271
H -0.233 2.344 2.951
H -0.609 0.741 3.629
H 0.742 -1.012 2.601
H 2.982 -1.931 2.439
H 3.555 -0.260 2.160
H 3.603 0.491 -0.349
H 2.520 -0.115 -2.649
H 0.804 -2.084 -2.403
H 0.422 2.296 0.432
H 1.646 2.393 -1.460
H 0.262 3.521 -1.522
H 0.986 2.914 -3.031
H -2.686 -0.465 -4.044
H -1.115 0.354 -3.840
H -2.589 1.071 -3.147
*
```

Summary:
* Kohn-Sham gap: 8.51 eV
* highest occupied orbital energy: -7.9 eV
* SMILES string: COc1cc(CC(=O)NCc2cccs2)cc(OC)c1OC
* LUMO energy: 0.59 eV



<B>
This record from the OMol25 dataset describes a single C16H19NO4S molecule. The level of theory is wB97M-V/def2-TZVPD.

```
! RIJCOSX wB97M-V def2-TZVPD def2/J DEFGRID3
* xyz 0 1
C -0.283 -4.887 1.427
C -0.624 -3.793 0.504
C 0.058 -2.353 0.822
C -0.421 -1.279 -0.101
C 0.669 -0.579 -1.016
C 0.001 0.521 -1.807
O -0.387 0.398 -2.933
C -0.105 1.814 -1.147
C -1.141 2.773 -1.434
N -1.165 4.025 -1.038
C -2.286 4.723 -1.471
C -2.411 6.107 -1.137
C -3.117 3.980 -2.224
S -2.537 2.271 -2.399
C 0.685 2.080 -0.006
O 1.681 1.268 0.400
C 1.796 -0.059 -0.101
C 2.416 -1.086 0.922
C 2.506 -0.422 2.261
O 3.567 -0.710 2.939
C 1.615 -2.470 0.943
O 1.942 -3.177 2.038
H 0.775 -5.224 1.257
H -0.397 -4.461 2.421
H -0.995 -5.719 1.298
H -0.508 -3.999 -0.508
H -1.649 -3.646 0.687
H -0.473 -2.078 1.740
H -1.295 -1.616 -0.714
H -0.824 -0.466 0.581
H 1.117 -1.298 -1.806
H -1.574 6.774 -1.535
H -3.281 6.601 -1.605
H -2.504 6.105 -0.082
H -4.075 4.357 -2.647
H 0.667 3.077 0.399
H 2.594 0.049 -0.753
H 3.470 -1.255 0.738
H 1.592 -0.174 2.778
H 2.012 -2.939 0.021
H 2.889 -3.232 2.289
*
```

Summary:
* Kohn-Sham gap: 8.21 eV
* highest occupied orbital energy: -8.3 eV
* SMILES string: CC[C@@H]1C[C@H]2C(=O)C(c3nc(C)cs3)=CO[C@H]2[C@@H](C=O)[C@H]1O
* LUMO energy: -0.05 eV



Going by the computed energies, the most stable comes first: <A>, <B>.